No. 1
Here is a cluster of 4 separate species, C31H43F33N3O5P2S in total at a distorted geometry from OMol25. Energies are from wB97M-V/def2-TZVPD.

Computed properties:
- largest force on an atom (eV Å⁻¹) = 4.32
- net charge = +1
- Kohn-Sham gap (eV) = 7.5

The geometry in XYZ format:
```
118
C31H43F33N3O5P2S (wB97M-V/def2-TZVPD)
C -0.7350 0.6605 3.3886
N -0.3007 1.9194 2.6972
C 1.1082 2.3049 3.0132
C -1.2472 3.0234 2.9215
O -1.1870 3.6009 4.0419
C -2.3402 3.4814 1.8219
C -1.5831 3.6403 0.4231
N -0.8285 4.9445 0.4767
C 0.2734 4.8714 -0.5549
C -0.2231 4.1487 -1.9242
P 0.8461 4.8648 -3.3140
N 0.0269 5.5094 -4.5293
C -1.8075 4.3834 -2.1035
P -2.5148 3.5333 -3.6851
C -1.2043 2.3223 -4.3935
O -2.8813 4.7495 -4.8661
C -2.5216 3.5718 -0.8723
C -3.9699 4.2246 -0.6948
C -5.0972 3.2281 -0.1610
C -5.2203 1.8566 -0.9936
C -4.3403 0.7064 -0.3155
C -5.1863 -0.6245 0.0437
F -5.7836 -0.3154 1.3183
F -6.2696 -0.8471 -0.8222
C -4.2476 -1.8858 0.3122
F -4.8027 -2.6853 1.3157
F -3.0334 -1.3649 0.8545
S -3.7923 -2.9304 -1.1667
F -2.1643 -2.4889 -1.0173
F -3.9482 -1.6938 -2.2588
F -5.3308 -3.4911 -1.3886
F -3.4616 -4.2031 -0.1149
F -3.3194 -3.9137 -2.4242
H -1.1494 -0.1097 2.6472
H 0.1393 0.1415 3.9400
H -1.5424 0.8316 4.1864
H 1.2008 3.4410 2.8970
H 1.3642 1.9985 4.0901
H 1.8058 1.7854 2.2661
H -3.1431 2.6810 1.8438
H -2.7199 4.5196 2.1278
H -0.8619 2.7454 0.3476
H -0.3513 5.0960 1.3898
H -1.4373 5.7537 0.2798
H 0.6832 5.9227 -0.7618
H 1.0950 4.2183 -0.0893
H 0.0576 3.0421 -1.7938
H 1.7094 3.7889 -3.7536
H 1.7137 5.9040 -2.7886
H 0.3200 6.4948 -4.5739
H -2.0403 5.4963 -2.0646
H -1.8015 1.4376 -4.8226
H -0.5735 2.8125 -5.2026
H -0.5718 1.8995 -3.5286
H -2.7649 4.2948 -5.7319
H -2.5312 2.4804 -1.2145
H -3.9293 5.1458 -0.0012
H -4.2891 4.6100 -1.7286
H -6.1026 3.7740 -0.2998
H -5.0370 2.9776 0.9471
H -6.3244 1.6203 -1.1009
H -4.8303 2.0949 -2.0514
H -3.4725 0.4515 -1.0126
H -3.8865 1.0406 0.6733
C 4.3869 -1.3284 -2.2382
C 3.4063 -0.1735 -2.5307
C 3.8414 1.2218 -2.0789
F 4.0230 1.3102 -0.7494
F 2.8768 2.1313 -2.3925
F 2.1909 -0.4902 -2.0208
F 3.2427 -0.1286 -3.8850
O 4.1343 -2.1163 -1.0658
C 4.6220 -1.6357 0.1663
C 3.4978 -1.2872 1.1480
F 2.6523 -0.3633 0.6413
F 4.0050 -0.7645 2.2936
F 5.4696 -0.6120 -0.0508
F 5.3706 -2.6327 0.6855
H 4.2671 -2.0386 -3.0606
H 5.4316 -1.0133 -2.2985
H 4.7652 1.5298 -2.5756
H 2.9123 -2.1755 1.4006
C 0.1985 -5.9704 -4.3751
C 0.4891 -5.8132 -2.8658
C 0.1239 -4.4636 -2.2412
F 0.7943 -3.4327 -2.7893
F 0.4357 -4.4581 -0.9187
F 1.7873 -6.1218 -2.6341
F -0.2425 -6.7697 -2.2224
O 1.2913 -5.7635 -5.2843
C 1.5798 -4.4384 -5.6711
C 2.9564 -3.9699 -5.1872
F 3.0724 -4.0528 -3.8447
F 3.1672 -2.6716 -5.5181
F 0.5786 -3.6265 -5.2816
F 1.5582 -4.4310 -7.0223
H -0.0633 -7.0224 -4.5197
H -0.6936 -5.4203 -4.6843
H -0.9483 -4.2666 -2.3296
H 3.7527 -4.5734 -5.6306
C 2.3901 -4.0021 6.8730
C 3.1586 -3.3438 8.0397
C 2.4081 -2.2634 8.8221
F 2.0547 -1.2128 8.0579
F 3.1960 -1.7668 9.8087
F 4.3425 -2.8768 7.5771
F 3.4684 -4.3410 8.9186
O 2.6440 -3.5028 5.5495
C 1.9274 -2.3649 5.1278
C 2.8344 -1.1552 4.8792
F 3.5406 -0.8209 5.9756
F 2.0966 -0.0624 4.5413
F 0.9326 -2.1091 5.9977
F 1.3238 -2.7131 3.9659
H 2.7414 -5.0368 6.8316
H 1.3194 -4.0833 7.0754
H 1.5078 -2.6707 9.2903
H 3.5438 -1.3572 4.0737
```

Mulliken population analysis, charges in e, atoms 1 to 4: -0.178, 0.664, -0.638, -0.415


No. 2
Here is a structure of composition C31H43FN4O2S6Ti from OMol25. Energies are from wB97M-V/def2-TZVPD.

Computed properties:
- multiplicity = 3
- largest force on an atom (eV Å⁻¹) = 0.67
- <S²> = 2.019
- net charge = 0
- Kohn-Sham gap (spin up / spin down) (eV) = 6.4 / 8.4
- ΔE to the lowest compared entry with this formula, charge and spin (kcal/mol) = 0.0

The geometry in XYZ format:
```
88
C31H43FN4O2S6Ti (wB97M-V/def2-TZVPD)
Ti 0.0646 0.9337 0.2894
C -2.5170 -2.3090 -2.5392
C -3.2255 -0.9682 -2.3702
S -2.9858 -0.1037 -0.8026
C -3.4205 -1.3615 0.4170
C -2.6604 -1.1174 1.7198
S -0.8685 -1.2837 1.6133
C -0.7876 -3.0616 1.2645
C 0.6179 -3.6525 1.1989
S 1.6705 -3.2114 -0.1910
C 1.0180 -4.2104 -1.5446
C -0.4148 -3.9537 -2.0052
S -0.7675 -2.1878 -2.1200
H -2.6528 -2.6396 -3.5713
H -2.9794 -3.0692 -1.9039
H -4.2906 -1.1099 -2.5639
H -2.8642 -0.2622 -3.1209
H -3.1805 -2.3482 0.0231
H -4.4926 -1.3463 0.6212
H -3.0268 -1.7961 2.4929
H -2.8170 -0.1009 2.0799
H -1.3457 -3.2836 0.3585
H -1.2958 -3.5523 2.1006
H 0.5205 -4.7417 1.2305
H 1.1894 -3.3584 2.0799
H 1.1217 -5.2728 -1.3105
H 1.7083 -4.0006 -2.3646
H -1.1208 -4.4075 -1.3040
H -0.5645 -4.4446 -2.9696
C 7.8563 2.8039 3.4058
C 6.5693 2.0598 3.1839
C 6.5170 0.6736 3.2594
C 5.3260 -0.0133 3.0565
C 4.1727 0.6961 2.7740
C 4.2001 2.0832 2.7040
C 5.3911 2.7548 2.9033
S 2.6343 -0.1534 2.5411
O 1.7640 0.2680 3.6010
O 2.9594 -1.5555 2.4226
N 2.0334 0.4238 1.1572
C 2.5926 -0.0098 -0.0385
C 3.8875 -0.4802 -0.3101
C 4.2019 -0.7736 -1.6180
C 3.2639 -0.6003 -2.6378
C 2.0161 -0.1310 -2.2893
N 1.7024 0.1388 -1.0230
H 8.6804 2.1192 3.6009
H 7.7735 3.4805 4.2582
H 8.1182 3.4091 2.5362
H 7.4206 0.1176 3.4796
H 5.2877 -1.0934 3.1074
H 3.2881 2.6282 2.4987
H 5.4093 3.8375 2.8471
H 4.6142 -0.6113 0.4743
H 5.1926 -1.1418 -1.8549
H 3.4984 -0.8240 -3.6688
H 1.2272 0.0316 -3.0141
F -3.4364 4.0426 4.6555
C -2.7108 3.3484 3.7424
C -1.5494 2.7214 4.1400
C -0.8173 2.0102 3.1913
C -1.2024 1.9002 1.8439
C -2.3984 2.5699 1.5169
C -3.1568 3.2884 2.4395
H -1.2304 2.7858 5.1730
H 0.0823 1.5143 3.5376
H -2.7612 2.5485 0.4942
H -4.0738 3.7917 2.1593
C 0.9955 4.9660 2.0917
C 0.7173 5.2228 0.6165
N -0.0218 4.1501 -0.0206
C 0.4452 3.1920 -0.8648
S -0.7057 2.1748 -1.6604
N 1.7143 3.3434 -1.4053
C 2.9290 3.3495 -0.5780
C 3.9555 4.3454 -1.0852
H 1.5909 5.7758 2.5166
H 1.5226 4.0235 2.2436
H 0.0617 4.8930 2.6514
H 1.6240 5.4040 0.0436
H 0.1148 6.1304 0.5229
H -0.9073 3.9117 0.4072
H 1.8061 2.7302 -2.2022
H 3.3666 2.3487 -0.5647
H 2.6551 3.5634 0.4519
H 4.2452 4.1174 -2.1124
H 4.8551 4.3044 -0.4682
H 3.5690 5.3653 -1.0692
```

Mulliken population analysis, charges in e, atoms 1 to 4: -0.608, -1.038, -0.984, 0.195